{
  "formula": "CH7Cl2NSi2",
  "method": "ωB97M-V with the def2-TZVPD basis set",
  "symbols": ["C", "N", "Si", "Si", "Cl", "Cl", "H", "H", "H", "H", "H", "H", "H"],
  "xyz": [[-1.706, -1.890, -1.346], [-0.035, 0.158, -0.319], [1.104, 1.279, 0.559], [-0.559, -1.464, 0.089], [-0.632, -2.675, -2.576], [-2.794, -3.129, -0.638], [-2.209, -1.158, -1.922], [-0.428, 0.662, -1.096], [1.819, 1.612, -0.667], [2.129, 0.770, 1.575], [0.100, 2.070, 1.311], [0.847, -2.091, 0.049], [-1.474, -1.657, 1.335]],
  "smiles": "[SiH3]N[SiH2]C(Cl)Cl",
  "molar_mass_g_mol": 160.2,
  "de_lowest_kj_mol": 372.51,
  "total_energy_ev": -43440.30930,
  "homo_energy_ev": -9.413,
  "gap_ev": 10.0344
}

***

{
  "formula": "CH7F2N3P2",
  "method": "ωB97M-V with the def2-TZVPD basis set",
  "symbols": ["C", "N", "N", "N", "F", "F", "P", "P", "H", "H", "H", "H", "H", "H", "H"],
  "xyz": [[1.206, -1.558, -0.815], [-1.246, 0.289, 0.726], [0.681, 2.018, 1.026], [1.287, -0.248, -0.124], [-3.677, -0.163, -0.062], [-0.021, 1.588, -1.481], [-2.184, -0.946, 0.008], [-0.007, 0.885, 0.025], [1.956, -2.213, -0.443], [0.358, -2.003, -0.312], [1.042, -1.598, -1.841], [1.065, 2.849, 0.641], [0.099, 2.303, 1.799], [1.930, 0.455, -0.468], [-2.491, -1.657, 1.320]],
  "molar_mass_g_mol": 161.0,
  "de_lowest_kj_mol": 0.00,
  "total_energy_ev": -29635.53884,
  "homo_energy_ev": -8.843,
  "gap_ev": 9.4800
}

***

{
  "formula": "CH7IN3",
  "method": "ωB97M-V with the def2-TZVPD basis set",
  "symbols": ["C", "N", "N", "N", "I", "H", "H", "H", "H", "H", "H", "H"],
  "xyz": [[-2.693, 0.698, -1.026], [-0.903, 0.786, -0.262], [-2.718, 1.306, -2.063], [0.227, -1.724, 0.650], [-3.946, -0.061, 0.268], [-1.021, 1.606, 0.277], [-0.243, 0.966, -0.947], [-1.976, 1.551, -2.673], [1.098, -1.634, 1.132], [-0.205, -2.484, 1.221], [0.250, -2.273, -0.211], [-0.553, -0.107, 0.289]],
  "molar_mass_g_mol": 188.0,
  "de_lowest_kj_mol": 273.53,
  "total_energy_ev": -13713.22647,
  "charge": 1,
  "homo_energy_ev": -14.640,
  "gap_ev": 10.4426
}